Model w:
Computed, not measured: a 5-piece molecular cluster, H10O5 overall, with ωB97M-V with the def2-TZVPD basis set.

SMILES: O.O.O.O.O
HOMO-LUMO gap: 10.6 eV
LUMO: -0.04 eV

Cartesian coordinates (Å):
O: -0.2614 1.5524 -2.7294
H: -0.3894 1.5434 -1.8074
H: -0.1374 0.6294 -3.0044
O: -0.1554 -0.2756 2.4006
H: 0.4126 0.2514 2.9726
H: -0.8054 -0.7086 2.9266
O: -1.2674 -2.0426 -0.6974
H: -1.3544 -2.4196 0.1566
H: -0.3074 -2.1816 -0.6914
O: 2.1536 1.1474 0.3966
H: 2.5286 0.4744 -0.2324
H: 1.2316 0.9974 0.2236
O: -0.4294 0.6314 -0.2174
H: -0.4304 0.6514 0.7096
H: -0.7884 -0.2506 -0.4064

***

Model x:
Computed, not measured: a 5-piece molecular cluster, H10O5 overall, with ωB97M-V with the def2-TZVPD basis set.

SMILES: O.O.O.O.O
HOMO-LUMO gap: 11.4 eV
LUMO: 0.33 eV

Cartesian coordinates (Å):
O: 0.1607 -1.4620 0.1904
H: 0.2626 -0.7091 0.8560
H: -0.6688 -1.8448 0.0122
O: -2.8248 -1.0084 -0.5114
H: -2.3938 -0.1777 -0.7199
H: -2.5488 -1.0207 0.4400
O: -1.6922 1.5366 0.2817
H: -1.7892 1.8883 1.2495
H: -0.8042 1.8925 -0.0253
O: 0.6568 1.1948 -0.6970
H: 1.4397 1.1600 -0.1338
H: 0.4917 0.2255 -0.8642
O: 3.1463 -0.1001 -0.0859
H: 2.6799 -1.0043 -0.2221
H: 3.8842 -0.5706 0.2297

***

Model y:
Computed, not measured: a 5-piece molecular cluster, H10O5 overall, with ωB97M-V with the def2-TZVPD basis set.

SMILES: O.O.O.O.O
HOMO-LUMO gap: 11.3 eV
LUMO: 0.41 eV

Cartesian coordinates (Å):
O: -0.6584 2.3762 -1.8386
H: -0.7438 2.7044 -0.9803
H: 0.3767 2.2686 -2.0339
O: 1.1901 1.5384 -0.2244
H: 1.2018 1.8690 0.7277
H: 1.9440 0.9942 -0.1638
O: 1.8220 -1.7711 1.8979
H: 1.5413 -2.5832 1.6170
H: 0.8422 -1.5144 2.0105
O: -1.1469 -1.4447 1.3629
H: -1.7666 -2.2397 1.3897
H: -1.2426 -0.9834 0.4322
O: -1.3244 -0.5408 -1.1861
H: -0.6689 -1.0648 -1.7672
H: -1.3665 0.3913 -1.2435

***

Which structure loses on stability? model y does.

***

Model w:
Computed, not measured: a 5-piece molecular cluster, H10O5 overall, with ωB97M-V with the def2-TZVPD basis set.

SMILES: O.O.O.O.O
HOMO-LUMO gap: 10.5 eV
LUMO: -0.02 eV

Cartesian coordinates (Å):
O: 48.7070 39.4390 44.7800
H: 49.0210 38.5180 44.6160
H: 49.2680 40.1700 44.4190
O: 49.6340 35.7950 42.1280
H: 49.8840 36.4680 42.6220
H: 50.3690 35.3540 41.8980
O: 45.9930 39.6770 43.7770
H: 45.2760 39.3400 44.3120
H: 46.9090 39.4700 44.1620
O: 50.7830 37.4620 44.1780
H: 50.9620 37.1540 45.0930
H: 51.3260 37.9460 43.7160
O: 48.0880 41.0420 47.1670
H: 48.7280 41.6110 47.4970
H: 48.3250 40.4960 46.5260

***

Model x:
Computed, not measured: a 5-piece molecular cluster, H10O5 overall, with ωB97M-V with the def2-TZVPD basis set.

SMILES: O.O.O.O.O
HOMO-LUMO gap: 11.5 eV
LUMO: 0.65 eV

Cartesian coordinates (Å):
O: -0.0157 -1.0547 1.3070
H: -0.6967 -1.3741 1.9914
H: -0.2132 -1.7538 0.5882
O: -0.6187 -2.4095 -0.9860
H: -0.1708 -3.2770 -1.1656
H: -0.1121 -1.7075 -1.3940
O: 0.3563 -0.2958 -2.2530
H: 0.6838 0.4575 -1.8310
H: -0.2397 0.0639 -2.9146
O: -0.4589 2.6957 2.1048
H: -0.5451 3.5466 1.7932
H: -0.3545 2.0927 1.3877
O: 0.7046 1.2736 0.1960
H: 1.3311 1.2887 0.8926
H: 0.3495 0.4535 0.2834

***

Which structure loses on stability? model w does.

***

Model w:
Computed, not measured: an isolated ion of composition C6H11N2 and charge +1, with ωB97M-V with the def2-TZVPD basis set.

Total charge: +1
HOMO-LUMO gap (spin up / spin down): 6.6 / 5.3 eV
LUMO (spin up / spin down): -4.66 / -5.22 eV

Cartesian coordinates (Å):
C: -2.5435 1.5190 -0.3281
C: 0.6508 1.3009 -0.1623
C: 1.4354 2.3058 0.1913
C: -1.8060 -0.7758 0.2249
C: -0.4735 -0.6841 0.9207
C: 0.9491 -0.9762 -1.0945
N: -2.5519 0.3243 -0.2413
N: 0.6779 -0.1419 0.1752
H: -2.5293 2.5398 -0.5728
H: 2.3004 2.3146 0.9294
H: 1.3224 3.2184 -0.2541
H: -1.8325 -1.2292 -0.7814
H: -2.6133 -1.2321 0.7282
H: -0.4207 -0.0199 1.7750
H: -0.0916 -1.6130 1.2919
H: 0.1546 -0.6288 -1.7400
H: 2.0198 -0.7315 -1.5186
H: 0.7163 -1.9032 -0.7156
H: 1.6017 -0.1860 0.5820

***

Model x:
Computed, not measured: a 2-piece molecular cluster, C6H11N2 overall, with ωB97M-V with the def2-TZVPD basis set.

Total charge: +1
HOMO-LUMO gap: 7.8 eV
LUMO: -5.62 eV

Cartesian coordinates (Å):
C: 4.4761 0.6518 -1.3246
C: 3.3532 0.4854 -0.8871
C: -2.0072 -0.2442 -0.0961
C: -3.3447 0.2496 0.2552
C: 1.7426 -0.2961 0.9642
C: 2.4939 0.6159 0.1574
N: -1.0860 -0.5358 0.7928
N: -1.8373 -0.4119 -1.4249
H: 5.3980 0.7332 -1.7248
H: -4.2294 -0.3011 -0.1970
H: -3.3173 0.1325 1.4591
H: -3.2268 1.3253 -0.0242
H: 1.9193 -0.0421 2.0628
H: 0.4350 -0.3194 0.8328
H: 1.9735 -1.3540 0.7077
H: 2.5132 1.6460 0.5451
H: -1.4133 -0.7266 1.7000
H: -2.7369 -0.6399 -1.8945
H: -1.1059 -0.9686 -1.9040

***

Which structure loses on stability? model w does.

***

Model w:
Computed, not measured: an isolated ion of composition C6H11N2 and charge +1, with ωB97M-V with the def2-TZVPD basis set.

SMILES: [H]/N=C1\[C@@H]2[C@H]1[C@@H]2[C@H](C)[NH3+]
Total charge: +1
HOMO-LUMO gap: 10.1 eV
LUMO: -3.39 eV

Cartesian coordinates (Å):
H: -0.7547 3.1747 2.1977
N: -0.6161 2.1746 2.2757
C: -1.2650 1.4239 1.5374
C: -2.1920 1.1798 0.4393
C: -1.5302 0.0192 1.2742
C: -1.1695 -0.0803 -0.1526
C: 0.4467 -0.4197 -0.7061
C: 0.9991 -1.7160 -0.2186
N: 1.2447 0.7625 -0.2152
H: -3.1912 1.3802 0.1361
H: -1.9341 -0.7313 1.9288
H: -1.7790 -0.7779 -0.7185
H: 0.3892 -0.3686 -1.7928
H: 1.0834 -1.7510 0.8633
H: 1.9815 -1.8727 -0.6655
H: 0.3625 -2.5349 -0.5452
H: 2.2313 0.7145 -0.4973
H: 1.1885 0.7940 0.8149
H: 0.8295 1.6318 -0.5770

***

Model x:
Computed, not measured: an isolated ion of composition C6H11N2 and charge +1, with ωB97M-V with the def2-TZVPD basis set.

SMILES: C[N+]1=C(CN)C=CC1
Total charge: +1
HOMO-LUMO gap: 9.7 eV
LUMO: -4.48 eV

Cartesian coordinates (Å):
C: 0.4544 1.7434 -0.2102
N: -0.3696 0.6414 -0.0480
C: 0.0415 -0.5828 -0.1981
C: 1.3290 -1.1731 -0.3884
N: 2.2713 -0.4413 0.4227
C: -1.2711 -1.4135 -0.0487
C: -2.3723 -0.5892 0.0182
C: -1.8366 0.7729 0.0656
H: 0.7072 2.2478 0.6989
H: 1.3362 1.5039 -0.7207
H: -0.0956 2.5809 -0.5879
H: 1.3235 -2.2574 -0.2489
H: 1.5958 -0.9062 -1.4676
H: 2.2810 -0.9441 1.3914
H: 3.2127 -0.5161 0.0915
H: -1.0403 -2.4384 0.1173
H: -3.2985 -0.8484 0.4373
H: -2.2069 1.5460 -0.4367
H: -2.0615 1.0743 1.1124

***

Which structure loses on stability? model w does.

***

Model w:
Computed, not measured: a 2-piece molecular cluster, C3H11N2 overall, with ωB97M-V with the def2-TZVPD basis set.

Multiplicity: 2
⟨S²⟩: 0.751
HOMO-LUMO gap (spin up / spin down): 4.0 / 10.2 eV
LUMO (spin up / spin down): 0.73 / 0.58 eV

Cartesian coordinates (Å):
C: -0.6520 1.7150 0.8472
N: -0.0389 1.5739 -0.5659
H: -0.4318 2.6928 1.2482
H: -1.7082 1.5008 0.7000
H: -0.2576 0.9399 1.5007
H: 0.0053 0.5689 -0.7795
H: 0.8940 2.0557 -0.5052
H: -0.5217 2.2502 -1.2075
C: 1.4928 -1.5271 0.1090
C: 0.4097 -1.7712 -0.6415
N: -0.8987 -1.2434 -0.3333
H: 1.4692 -0.7843 0.8911
H: 2.3440 -2.1166 -0.2049
H: 0.4099 -2.5956 -1.3440
H: -0.9748 -1.2233 0.6869
H: -1.5412 -2.0356 -0.4011

***

Model x:
Computed, not measured: C3H11N2 as an isolated structure, with ωB97M-V with the def2-TZVPD basis set.

Multiplicity: 2
⟨S²⟩: 0.753
HOMO-LUMO gap (spin up / spin down): 2.6 / 7.3 eV
LUMO (spin up / spin down): 0.23 / 0.15 eV

Cartesian coordinates (Å):
C: 0.6957 1.0726 2.0111
C: 0.8729 0.6461 0.7454
N: 0.2137 -0.5061 0.2321
C: 0.9990 -1.3448 -0.7202
H: 0.1700 0.5338 2.7221
H: 1.1963 2.0395 2.3573
H: 1.4287 1.1628 -0.0166
H: -0.1882 -1.0353 1.0154
H: 0.3495 -2.0784 -1.1230
H: 1.3566 -0.6116 -1.5281
H: 1.8827 -1.7962 -0.2006
N: -1.8304 0.3755 -1.1188
H: -1.4902 1.0398 -1.7836
H: -0.8101 -0.0473 -0.3940
H: -2.5678 0.9171 -0.5839
H: -2.2786 -0.3675 -1.6145

***

Model y:
Computed, not measured: a 2-piece molecular cluster, C3H11N2 overall, with ωB97M-V with the def2-TZVPD basis set.

Multiplicity: 2
⟨S²⟩: 0.750
HOMO-LUMO gap (spin up / spin down): 5.1 / 9.2 eV
LUMO (spin up / spin down): 1.10 / 0.77 eV

Cartesian coordinates (Å):
N: -1.4579 2.4288 1.5581
H: -1.0984 2.4341 0.5823
H: -1.0724 3.2336 2.1030
H: -2.5032 2.4728 1.5426
H: -1.1528 1.5269 1.9689
C: 0.3271 0.2031 0.3565
C: 1.0052 -0.9652 -0.3064
C: 0.5488 -1.5037 -1.4343
N: 1.1455 -2.5649 -2.1386
H: -0.4220 0.6180 -0.3172
H: -0.1477 -0.1024 1.2970
H: 1.0396 0.9949 0.6034
H: 1.8756 -1.3976 0.1790
H: -0.3306 -1.0908 -1.9190
H: 0.4599 -3.2034 -2.5252
H: 1.7833 -3.0843 -1.5499

***

Which structure loses on stability? model x does.

***

Model w:
Computed, not measured: an isolated ion of composition C9H12NO2 and charge +1, with ωB97M-V with the def2-TZVPD basis set.

SMILES: [NH3+]CCc1ccccc1C(=O)O
Total charge: +1
HOMO-LUMO gap: 9.4 eV
LUMO: -3.77 eV

Cartesian coordinates (Å):
N: 1.9077 0.1697 -1.1299
C: 1.8559 0.7400 0.2464
C: 0.8907 0.0676 1.2053
C: -0.4489 -0.4099 0.6214
C: -0.9011 -1.7751 0.6170
C: -2.0883 -2.0893 0.0310
C: -2.9133 -1.1721 -0.5120
C: -2.5594 0.1386 -0.3475
C: -1.2829 0.5846 0.0683
C: -0.9417 2.0010 0.1616
O: -0.1870 2.6294 0.7724
O: -1.8802 2.6515 -0.6503
H: 2.7718 -0.5726 -1.2614
H: 2.1784 0.7961 -1.8786
H: 0.8524 0.0193 -1.1235
H: 2.8711 0.8778 0.7138
H: 1.5466 1.9041 -0.2271
H: 0.7764 0.7430 2.0591
H: 1.3523 -0.8074 1.6808
H: -0.1530 -2.5708 0.8850
H: -2.5369 -3.1001 -0.0698
H: -3.9327 -1.4130 -0.9665
H: -3.2125 0.8705 -0.7788
H: -1.6077 3.5141 -0.8830

***

Model x:
Computed, not measured: a 2-piece molecular cluster, C9H12NO2 overall, with ωB97M-V with the def2-TZVPD basis set.

Total charge: +1
HOMO-LUMO gap: 8.8 eV
LUMO: -3.11 eV

Cartesian coordinates (Å):
C: -4.2864 0.2624 -0.3540
C: -3.1844 -0.2703 -0.2539
C: -0.5393 1.8202 -0.8645
C: 0.0663 -1.2056 1.3013
C: -1.1688 -0.4896 0.9977
C: 1.2475 -0.2896 1.2342
C: -1.8957 -0.7693 -0.1739
C: 1.7365 0.2336 0.1450
C: 2.8527 1.2046 0.0868
N: 1.2358 -0.3427 -1.1471
O: -0.6859 2.5401 0.0183
O: -1.3354 -1.6254 -1.0509
H: -5.3278 0.4429 -0.5404
H: 0.0783 -1.5026 2.3795
H: 0.1799 -2.0137 0.5311
H: -1.3793 0.4200 1.6633
H: 1.5420 0.2073 2.1444
H: 3.6853 0.9814 0.8209
H: 2.6609 2.2637 0.1691
H: 3.3312 1.1686 -0.9866
H: 0.3879 0.2411 -1.3160
H: 0.8606 -1.2917 -1.0061
H: 1.9021 -0.3434 -1.9158
H: -1.9639 -1.6419 -1.8824

***

Which structure loses on stability? model x does.